The following is a quantum chemistry calculation of a 4-piece molecular cluster, C4H16O3 overall, from OMol25.

The value obtained for the energy above the lowest of the compared OMol25 structures with the same formula, charge and spin is 0.448 eV. The LUMO energy (alpha / beta) is -3.01 / -10.01 eV. As for the HOMO energy (alpha / beta): -14.080 / -14.080 eV. As for the multiplicity: 2. Its charge is +1. The HOMO-LUMO gap (alpha / beta) is 0.4067 / 0.1495 Eh.

The geometry in XYZ format:
```
23
Properties=species:S:1:pos:R:3:forces:R:3
C -0.2720 -2.3677 -0.3673 0.446 -0.956 -0.085
C -2.1861 0.3994 1.7725 0.086 0.421 -0.541
C -1.2273 -0.2690 0.6383 0.441 -0.854 -1.287
C -0.4925 -1.4719 0.9938 -0.727 0.667 0.893
H -1.0544 -2.3280 -1.1137 -0.033 0.347 -0.037
H -0.2706 -3.3635 0.0796 -0.162 0.001 0.035
H 0.7327 -2.1907 -0.7372 -0.160 0.530 -0.195
H -2.5414 1.3053 1.2874 -0.181 -0.094 -0.088
H -1.4639 0.6765 2.5421 -0.115 -0.425 0.257
H -3.0081 -0.2490 2.0407 0.119 -0.087 0.364
H -0.5715 0.4453 0.1607 -0.078 0.353 -0.119
H -2.0328 -0.5788 -0.0842 -0.358 0.551 0.253
H 0.5033 -1.2037 1.2953 0.672 -0.431 0.366
H -1.0471 -2.1347 1.6524 0.172 -0.003 0.181
H 3.0564 1.0584 1.9425 0.169 0.017 0.046
H 2.7646 1.1266 0.4514 0.167 0.047 -0.089
O 3.1606 0.5624 1.1242 -0.449 -0.083 -0.007
H 0.4627 3.5142 -1.6455 -0.017 -0.083 0.110
H 1.4141 2.4399 -2.2415 0.061 0.516 0.451
O 1.0868 3.3411 -2.3521 0.154 0.022 -0.378
H 1.2089 -0.2866 -2.4318 0.352 -0.163 0.626
H 0.7746 0.9835 -2.9310 -0.389 0.541 0.115
O 1.0030 0.5908 -2.0765 -0.171 -0.833 -0.872
```
Forces are in eV/Å.

---

The following is a quantum chemistry calculation of a 2-piece molecular cluster, H4N2O overall, from OMol25.

The value obtained for the energy above the lowest of the compared OMol25 structures with the same formula, charge and spin is 0.882 eV. The LUMO energy is 0.34 eV. As for the SMILES: N=O.N. As for the HOMO energy: -8.849 eV. Its charge is 0. The HOMO-LUMO gap is 0.3375 Eh.

The geometry in XYZ format:
```
7
Properties=species:S:1:pos:R:3:forces:R:3
N 0.0789 1.9532 0.4657 0.818 -0.324 0.809
O 0.8682 2.1358 1.3665 -0.280 0.578 -0.136
H 0.1677 0.9342 0.2704 -0.542 -0.122 -0.717
N -0.1897 -1.0009 -0.5364 -0.523 0.300 3.336
H -1.1967 -1.0849 -0.4182 0.144 0.053 -0.220
H 0.0591 -1.3732 -1.3934 0.654 -1.009 -1.901
H 0.2126 -1.5642 0.2456 -0.270 0.524 -1.169
```
Forces are in eV/Å.

---

The following is a quantum chemistry calculation of C9H13N2O5S2Tb as an isolated structure, from OMol25.

The LUMO energy (alpha / beta) is -10.23 / -10.92 eV. As for the HOMO energy (alpha / beta): -15.272 / -15.282 eV. As for the multiplicity: 7. Its charge is +2. The HOMO-LUMO gap (alpha / beta) is 0.1854 / 0.1603 Eh.

The geometry in XYZ format:
```
32
Properties=species:S:1:pos:R:3:forces:R:3
O -0.5492 -2.7893 1.5450 0.248 0.402 0.185
S -0.9408 -2.7783 0.1729 -0.766 -0.848 0.160
O -1.0158 -4.0262 -0.5217 0.074 0.072 -0.344
C -2.4487 -1.8728 0.0297 0.405 0.780 0.447
C -2.3543 -0.5200 0.7705 -0.090 0.248 -0.086
C -2.5654 0.7099 -0.1067 0.115 0.009 -0.060
C -1.3876 1.0318 -0.9931 -0.152 0.073 -0.422
O -1.6788 2.2358 -1.6918 0.142 0.120 0.262
N 0.0699 -1.8386 -0.7171 0.259 0.242 0.260
S 1.7144 -2.0581 -0.5825 0.600 -0.331 -0.428
O 2.1340 -2.9883 0.3951 -0.138 0.010 0.299
O 2.2304 -2.0998 -1.9089 -0.198 0.129 -0.158
C 2.0583 -0.3889 0.0225 -0.141 -0.333 -0.103
C 2.4738 0.5580 -0.9108 0.066 0.091 0.092
C 2.7334 1.8387 -0.4672 -0.099 -0.205 0.044
C 2.5480 2.0482 0.8922 -0.163 -0.262 -0.134
C 2.1523 1.0283 1.7442 -0.038 0.378 0.385
N 1.8999 -0.1949 1.3220 0.039 0.227 -0.298
H -3.1693 -2.5106 0.5270 -0.218 -0.292 -0.203
H -2.6785 -1.7196 -1.0174 -0.118 -0.335 -0.222
H -1.3950 -0.4259 1.2761 0.159 -0.082 0.112
H -3.0946 -0.4938 1.5615 -0.140 -0.158 0.116
H -3.4352 0.6004 -0.7496 -0.190 -0.074 -0.021
H -2.7625 1.5755 0.5226 -0.035 0.096 0.133
H -0.4660 1.1512 -0.4073 0.077 -0.078 0.185
H -1.2283 0.2234 -1.7059 0.141 -0.135 -0.039
H -1.0601 2.3221 -2.4203 -0.078 0.014 -0.195
H 2.5954 0.2775 -1.9435 -0.006 -0.079 -0.146
H 3.0558 2.5987 -1.1592 0.061 0.182 -0.027
H 2.7285 3.0372 1.3133 0.428 -0.320 -0.580
H 2.0320 1.2061 2.8087 -0.032 -0.083 0.205
Tb 2.5057 4.6151 2.5742 -0.211 0.543 0.583
```
Forces are in eV/Å.

---

The following is a quantum chemistry calculation of a 11-piece molecular cluster, H22O11 overall, from OMol25.

The value obtained for the energy above the lowest of the compared OMol25 structures with the same formula, charge and spin is 2.744 eV. The LUMO energy is -0.38 eV. As for the SMILES: O.O.O.O.O.O.O.O.O.O.O. As for the HOMO energy: -10.862 eV. Its charge is 0. The HOMO-LUMO gap is 0.3850 Eh.

The geometry in XYZ format:
```
33
Properties=species:S:1:pos:R:3:forces:R:3
O -1.0958 3.5140 -0.2221 -0.234 -0.200 0.591
H -0.3122 4.0515 -0.0608 -0.203 -0.073 -0.424
H -1.2573 3.4500 -1.1623 0.550 0.314 -0.337
O -3.6466 1.9038 -0.0902 -0.532 -0.783 0.679
H -4.1022 1.1989 -0.5833 0.501 0.712 -0.230
H -3.0554 2.4249 -0.6290 -0.054 -0.152 -0.359
O -2.1944 -0.1585 3.7155 0.190 0.337 -0.553
H -2.0994 0.4231 2.9432 0.021 -0.010 0.425
H -2.7420 -0.8630 3.3689 -0.228 -0.297 0.099
O -3.8730 -1.0615 -2.0888 0.960 -0.761 1.186
H -3.9710 -1.9993 -2.2806 -0.665 -0.127 -0.743
H -3.2295 -1.2277 -1.3632 -0.215 0.900 -0.444
O 3.0128 -2.7168 2.0708 -0.545 -0.340 0.152
H 2.1856 -3.0375 2.4779 0.702 -0.026 -0.228
H 3.3716 -3.4625 1.5637 -0.215 0.329 0.224
O 4.2094 -0.1956 -0.4545 1.454 0.518 -0.783
H 4.6998 0.5133 0.0138 -1.113 -0.923 -0.082
H 3.4345 -0.5316 -0.0114 -0.420 0.451 0.757
O 1.0823 1.4865 -2.8381 -0.084 -2.628 0.356
H 0.3815 0.9859 -3.2805 -0.589 1.060 -0.662
H 1.4781 0.6321 -2.5146 0.746 1.635 0.278
O 3.3664 4.3046 0.8921 -0.113 -0.192 0.423
H 2.5278 4.0488 0.4951 0.086 -0.048 -0.076
H 3.3429 3.8914 1.7697 0.060 0.189 -0.348
O -1.3905 -4.4617 -0.1273 0.078 0.227 0.207
H -0.6801 -4.8415 -0.6428 0.108 -0.319 -0.316
H -0.9342 -3.7630 0.3532 -0.215 0.129 0.066
O -0.8514 -0.9579 -1.0042 -0.324 -1.296 0.594
H -0.3409 -0.7048 -1.7648 -0.011 0.639 -0.333
H -1.1863 -0.2017 -0.5254 0.160 0.748 -0.197
O 1.4770 -0.6043 0.5393 0.307 0.764 -0.576
H 1.6519 -1.0280 1.3736 -0.065 -0.548 0.258
H 0.7409 -1.0121 0.0672 -0.100 -0.228 0.400
```
Forces are in eV/Å.

---

The following is a quantum chemistry calculation of C4H2MnO2 as an isolated structure, from OMol25.

The value obtained for the energy above the lowest of the compared OMol25 structures with the same formula, charge and spin is 0.000 eV. The LUMO energy (alpha / beta) is -6.66 / -7.04 eV. As for the HOMO energy (alpha / beta): -12.111 / -12.330 eV. As for the multiplicity: 7. Its charge is +1. The HOMO-LUMO gap (alpha / beta) is 0.2002 / 0.1942 Eh.

The geometry in XYZ format:
```
9
Properties=species:S:1:pos:R:3:forces:R:3
O 0.6905 -2.0275 -0.0880 -1.073 1.925 0.846
C 0.0715 -1.2166 0.5438 0.041 -3.124 -1.333
H -0.3816 -1.4584 1.5290 0.419 0.875 -0.020
C 1.5026 1.4575 0.1593 -0.365 -1.507 1.364
C 0.4872 0.7603 0.3601 0.056 1.622 -1.664
C -0.7385 0.2064 -0.1670 1.609 -0.124 4.024
O -1.1116 0.3745 -1.3316 -1.769 0.051 -3.240
Mn -3.0794 0.2246 -1.2442 1.551 -0.036 0.295
H 2.5593 1.6792 0.2387 -0.469 0.317 -0.271
```
Forces are in eV/Å.

---

The following is a quantum chemistry calculation of C6H10O as an isolated structure, from OMol25.

The value obtained for the energy above the lowest of the compared OMol25 structures with the same formula, charge and spin is 5.989 eV. The LUMO energy (alpha / beta) is -0.10 / 0.02 eV. As for the HOMO energy (alpha / beta): -8.010 / -7.681 eV. Its charge is 0. The HOMO-LUMO gap (alpha / beta) is 0.2906 / 0.2829 Eh.

The geometry in XYZ format:
```
17
Properties=species:S:1:pos:R:3:forces:R:3
C -1.7606 0.0919 -0.5423 -0.012 -0.040 -0.039
C -0.8838 0.5019 0.6348 -0.142 -0.169 0.065
C -0.0266 -0.6253 1.2246 -0.212 0.029 0.134
C 1.2051 -1.2898 -0.7130 0.042 0.329 -0.384
C 1.5625 -0.0317 -0.9289 -0.019 -0.223 0.177
C 1.2981 1.0236 0.0590 0.185 0.178 0.004
O 0.0416 1.5424 0.2569 0.020 -0.019 -0.035
H -2.5375 -0.6030 -0.2047 0.111 0.092 -0.021
H -1.1840 -0.3891 -1.3371 -0.058 0.073 0.121
H -2.2537 0.9739 -0.9622 0.076 -0.108 0.076
H -1.5235 0.9557 1.4012 0.073 -0.056 -0.108
H -0.4100 -1.6145 0.9967 0.027 0.114 0.030
H 0.1075 -0.5529 2.3153 -0.008 -0.024 -0.224
H 1.0702 -2.0392 -1.4990 0.047 0.032 0.199
H 2.1690 0.2683 -1.7848 -0.107 -0.075 -0.007
H 1.1083 -0.0578 0.9711 0.054 0.044 0.004
H 2.0173 1.8456 0.1125 -0.076 -0.177 0.009
```
Forces are in eV/Å.

---

One value per record, in order, for F_max: 0.0312 0.0659 0.0224 0.0516 0.0843 0.0099 hartree/bohr.